ORCA calculation (the ωB97M-V functional and the def2-TZVPD basis) on a molecular structure, C21H53BrN6O6S2Ta at a distorted geometry.

The geometry in XYZ format:
```
90
Properties=species:S:1:pos:R:3:forces:R:3
S 2.364192 -0.168502 0.695691 -0.1 -0.7 -1.0
Ta 2.425455 0.445098 -1.810091 0.0 -2.0 0.6
S 4.042744 -1.527592 -2.256544 -0.4 0.2 -0.7
C 0.701578 -1.031762 -2.316662 -0.1 0.7 0.6
C -0.664725 -0.694210 -1.617346 -0.2 -1.0 -1.1
C -1.826473 -0.351759 -2.618748 0.4 -0.3 1.7
Br -2.061314 -1.787589 -3.989597 0.0 0.6 0.3
H 1.777278 -1.416080 0.659419 0.4 0.8 -0.3
H 2.574568 0.811029 -3.629338 0.0 0.1 0.6
H 1.277177 1.862442 -1.555363 0.2 -0.3 -0.5
H 3.893701 1.516548 -1.458461 0.0 0.3 0.0
H 3.937321 -1.824765 -3.590713 -0.1 0.4 0.6
H 1.024821 -2.030763 -1.956443 0.0 0.5 -0.4
H 0.613175 -1.080768 -3.420792 -0.1 -0.1 0.6
H -0.595074 0.115992 -0.860831 -0.1 -0.3 -0.5
H -1.001490 -1.614235 -1.085863 0.1 0.6 -0.1
H -1.685320 0.629097 -3.096296 -0.1 -0.6 -0.1
H -2.753303 -0.408756 -2.014599 0.3 0.3 -0.8
C 0.542443 2.367530 1.947190 0.0 0.3 0.0
C 0.049772 3.672744 1.379752 0.3 -0.1 -0.4
O 0.454501 4.123619 0.321618 -0.1 0.2 0.2
N -0.885997 4.367470 2.096890 0.0 -0.1 0.2
C -1.489938 4.010329 3.363891 -0.1 0.4 -0.4
H 1.285424 1.923455 1.287080 -0.3 0.3 0.1
H 1.017350 2.537237 2.915744 -0.1 -0.2 0.0
H -0.288249 1.665957 2.052791 0.1 0.0 0.1
H -1.167894 5.229735 1.658413 0.0 0.0 0.0
H -2.572254 3.936763 3.232297 0.0 -0.1 0.2
H -1.277607 4.796778 4.093272 -0.1 -0.1 0.2
H -1.110082 3.064540 3.737527 0.1 0.0 -0.1
C 5.601889 1.606581 1.680672 -0.2 0.0 0.1
C 4.829798 2.388391 2.716711 -0.2 -0.1 0.0
O 3.698501 2.083112 3.063513 0.1 0.1 0.1
N 5.436584 3.474740 3.277951 0.0 -0.1 -0.2
C 6.757924 4.000241 3.008311 -0.4 0.2 0.4
H 4.999490 0.772649 1.324042 0.0 0.1 0.1
H 5.841933 2.247096 0.829486 0.1 -0.1 0.0
H 6.516788 1.204969 2.122771 0.1 0.1 -0.1
H 4.865027 3.947291 3.963109 0.1 0.0 0.1
H 7.336460 3.994828 3.935401 0.2 0.1 -0.1
H 6.664208 5.030950 2.658239 0.2 0.0 -0.1
H 7.278538 3.413682 2.257739 -0.1 0.0 0.0
C 2.163207 4.934299 4.206207 0.0 -0.1 0.1
C 2.967040 5.953550 4.966184 0.1 0.0 0.2
O 3.741396 5.642011 5.861174 0.1 0.0 -0.1
N 2.810457 7.261134 4.625153 -0.1 -0.2 -0.1
C 1.951070 7.822860 3.600998 0.3 0.3 0.3
H 2.390304 3.939671 4.582864 0.1 0.1 0.0
H 1.096150 5.121002 4.340253 0.0 0.0 -0.2
H 2.418319 4.967348 3.144983 -0.2 -0.1 0.0
H 3.377501 7.888787 5.172245 0.0 0.0 0.0
H 2.566933 8.368394 2.883354 -0.2 0.0 -0.1
H 1.253646 8.521206 4.069280 -0.1 0.0 -0.2
H 1.390720 7.053486 3.078004 0.1 0.0 0.0
C -8.074054 -3.730042 -4.632971 -0.1 0.0 0.0
C -6.721780 -3.921039 -3.994106 0.4 -0.1 0.2
O -6.578212 -4.561246 -2.961444 -0.2 -0.1 0.0
N -5.651011 -3.355309 -4.604072 -0.4 -0.2 0.1
C -5.620438 -2.569056 -5.820028 0.4 0.0 0.3
H -8.826537 -4.237198 -4.033604 0.1 0.0 0.0
H -8.324743 -2.669073 -4.678702 0.0 0.0 -0.2
H -8.082829 -4.159097 -5.636229 -0.1 0.1 0.0
H -4.777916 -3.522292 -4.123596 0.0 0.1 0.0
H -4.966402 -3.068229 -6.537413 -0.1 0.2 -0.2
H -5.206462 -1.586793 -5.586189 0.0 0.0 -0.2
H -6.607546 -2.449316 -6.256988 0.0 -0.1 0.1
C -10.510917 -8.173539 -2.395101 0.0 -0.1 -0.1
C -11.293735 -7.390927 -1.372964 -0.3 0.1 0.3
O -12.436859 -7.693353 -1.060057 0.1 -0.1 -0.1
N -10.687052 -6.321256 -0.797270 0.1 -0.3 -0.3
C -9.348426 -5.808919 -1.035209 -0.3 0.2 0.3
H -11.124627 -8.992068 -2.762671 -0.1 0.1 0.1
H -10.243615 -7.534328 -3.238025 0.2 0.0 0.0
H -9.609714 -8.590775 -1.943487 0.1 0.1 -0.1
H -11.268444 -5.846896 -0.125268 0.0 0.0 0.0
H -8.794847 -5.825742 -0.095018 0.2 0.0 -0.1
H -9.426788 -4.776881 -1.379793 0.3 0.0 -0.1
H -8.812295 -6.392615 -1.776056 0.0 0.0 0.0
C 7.402425 -1.592346 -1.112999 0.0 0.1 -0.1
C 6.963287 -1.562487 0.328660 -0.6 0.1 0.0
O 5.816015 -1.319853 0.655993 0.3 -0.1 0.0
N 7.903493 -1.818227 1.286984 0.2 0.0 -0.2
C 9.307493 -2.124330 1.107795 -0.3 0.0 0.5
H 6.548250 -1.370336 -1.753885 0.0 0.0 0.2
H 8.173969 -0.838365 -1.287285 0.1 -0.1 0.0
H 7.781651 -2.583582 -1.371343 0.1 0.1 0.0
H 7.537924 -1.780827 2.225216 0.0 0.0 0.0
H 9.515540 -3.103146 1.546979 0.2 0.0 -0.1
H 9.903809 -1.371237 1.628892 0.2 -0.1 -0.1
H 9.585726 -2.137131 0.058726 -0.1 0.0 0.0
```
Positions in Å, forces in eV/Å.

Calculated values
Calculated total energy in a.u.: -5039.33613
LUMO level in Eh: 0.0740
Net charge: -1
HOMO in eV: -4.52
Spin multiplicity: 1